# C24H42Br2F4N3O8

A molecular structure, C24H42Br2F4N3O8 in a non-equilibrium geometry (ωB97M-V/def2-TZVPD, the Open Molecules 2025 dataset).

The net charge is -1. Its multiplicity is 1. As for the total energy: -197369.24768 eV. The value obtained for the LUMO energy is 2.390 eV. As for the HOMO-LUMO gap: 6.8 eV. The calculation puts the largest force on an atom at 0.09264 hartree/bohr.

Atoms and positions in Å:
Br: -3.8690 -3.6590 1.6243
Br: -3.2284 -0.5150 1.8911
F: -4.7461 -1.2088 -0.3126
F: -3.5273 -3.4865 -1.1322
F: -2.6620 -0.5567 -0.8773
F: 1.4344 -1.9864 0.6128
O: 0.1772 0.1825 -0.3276
O: -2.6118 0.7857 5.5306
O: 3.8587 -0.5379 -4.2895
O: 1.9191 -4.4585 2.3259
O: 4.1752 2.4304 -7.6934
O: -6.8840 2.0500 6.3480
O: 0.4371 -5.7724 1.2310
O: 0.2373 -0.4955 -2.4589
N: 0.6903 -3.1440 -1.4129
N: -4.1862 3.3098 6.5041
N: 3.9441 2.5597 -4.7246
C: 2.8014 2.6529 -7.9685
C: -5.2214 3.6068 5.5160
C: -3.3742 -1.2769 0.0596
C: -6.6145 3.4335 6.1133
C: 0.5452 -0.6875 -1.2473
C: 2.8571 -1.7529 -1.3565
C: -1.3960 -3.0016 0.1296
C: -6.9887 1.7293 7.7245
C: -3.9034 0.2030 5.5851
C: 5.1340 2.8741 -5.5108
C: 1.4268 -5.0753 1.1273
C: -0.7651 -3.1952 -1.3165
C: -2.8396 3.2203 5.9347
C: -2.5673 2.0806 4.9448
C: 3.6012 -0.8970 -0.2492
C: 4.7809 0.3680 -3.6965
C: 1.3573 -2.0276 -0.8199
C: 3.8555 -0.5380 -5.7059
C: 4.7543 3.4468 -6.8730
C: 4.2271 1.7866 -3.5130
C: 2.2592 -4.8214 -0.1838
C: 4.3514 -0.3762 0.5722
C: 1.4000 -4.4181 -1.4604
C: -2.9975 -2.8508 0.0049
H: -5.1474 2.9428 4.6472
H: 5.1567 0.2579 1.0297
H: 5.7405 3.6079 -4.9693
H: -2.5902 4.1752 5.4601
H: -1.0413 -2.0599 0.6556
H: 3.2826 1.7080 -2.9659
H: 2.6468 3.6444 -8.4070
H: -3.2038 2.1317 4.0548
H: 2.8080 -5.7905 -0.4247
H: -4.5386 0.5144 4.7514
H: 3.3015 2.0265 -5.2990
H: -7.3112 0.6905 7.8059
H: 5.6683 3.7738 -7.3797
H: 2.1981 2.5464 -7.0632
H: -4.4020 2.4261 6.9512
H: -5.1048 4.6394 5.1709
H: -7.3516 3.7751 5.3797
H: 5.7420 0.3521 -4.2239
H: -1.5412 2.2057 4.5855
H: 4.0997 4.3176 -6.7732
H: 2.1432 -4.3671 -2.3323
H: 4.9823 -0.0289 -2.6960
H: -7.7350 2.3616 8.2171
H: 4.9106 2.3592 -2.8769
H: 2.3943 -5.1598 2.8262
H: 3.0805 -4.0750 0.0741
H: 4.8392 -0.3103 -6.1265
H: -2.1522 3.1010 6.7781
H: -4.3851 0.4384 6.5383
H: 5.7468 1.9813 -5.6847
H: 2.4755 1.9033 -8.6908
H: 2.7805 -1.0880 -2.2622
H: -3.7866 -0.8815 5.5420
H: -6.0222 1.8320 8.2257
H: -6.7410 4.0365 7.0174
H: 3.4555 -2.6921 -1.5162
H: 3.5585 -1.5331 -6.0428
H: 0.7525 -5.3252 -1.7033
H: -1.2386 -3.8706 0.8364
H: -1.0973 -4.2312 -1.6652
H: -1.3253 -2.4826 -2.0107
H: 3.1094 0.1660 -6.0830

***

# C24H42ClN6O4Pb

A molecular structure, C24H42ClN6O4Pb in a non-equilibrium geometry (ωB97M-V/def2-TZVPD, the Open Molecules 2025 dataset).

The net charge is +2. Its multiplicity is 2. The value obtained for the energy above the lowest of the compared OMol25 structures with the same formula, charge and spin is 0.0 kJ/mol. As for the total energy: -60443.78832 eV. The value obtained for the LUMO energy (alpha / beta) is -5.039 / -10.706 eV. As for the HOMO-LUMO gap (alpha / beta): 10.5 / 4.9 eV. The calculation puts the largest force on an atom at 0.09881 hartree/bohr.

Atoms and positions in Å:
Pb: 0.0202 0.2675 -1.1314
Cl: -0.1963 1.4428 -4.4703
O: 0.3630 2.7789 -4.4690
O: 0.8474 0.4851 -4.2017
O: -1.1336 1.3148 -3.4213
O: -0.8362 1.1975 -5.7292
N: -1.7491 2.0631 -0.5841
N: -2.3772 -0.5702 0.4350
N: 2.5917 -0.4154 -1.1401
N: -0.9872 -1.8050 -2.4334
N: 1.2893 2.5118 -1.2696
N: 0.3704 0.8399 1.3699
C: -1.0438 -2.7826 -3.0043
C: -2.9682 -4.1844 1.7758
C: 2.2458 0.2523 3.1074
C: -2.4457 2.7798 0.0615
C: 1.7599 0.2306 4.5388
C: -2.6704 -1.0758 1.4431
C: -3.3177 3.2770 2.3193
C: 0.4594 4.9339 -2.0067
C: 0.5736 1.0660 4.9390
C: 0.4286 5.6698 0.5473
C: -2.9297 -1.7255 2.7144
C: 1.2045 0.5639 2.1541
C: 5.3022 -3.0099 -2.4769
C: 0.0770 -4.5029 -4.4448
C: 0.9186 3.6028 -1.5770
C: -3.9891 1.9352 2.6308
C: -3.3038 3.6926 0.8393
C: 3.4734 -1.0592 -0.7188
C: 4.5689 -1.9138 -0.2667
C: 5.7045 -2.2600 -1.2538
C: -1.1813 -4.0215 -3.7725
C: -3.6632 -3.0308 2.6157
C: 1.2223 -4.7011 -3.3978
C: -0.3031 5.6763 -0.8071
H: -1.9744 -1.7540 3.2385
H: 1.4948 5.8947 0.5779
H: 2.1009 -5.1332 -3.8768
H: -1.1703 5.0168 -0.7765
H: 1.4380 -0.7830 4.7778
H: 1.4118 5.3506 -2.3345
H: 1.5350 -3.7211 -3.0374
H: 0.3864 0.7500 5.9653
H: -2.1483 -4.4498 2.4432
H: -0.3725 0.8417 4.4465
H: -0.0561 4.9917 -2.9653
H: 6.6215 -2.7230 -0.8895
H: -0.6693 6.6614 -1.0961
H: 4.5884 -2.4020 -3.0329
H: 2.6190 -0.7074 2.7499
H: -3.5714 -5.0715 1.5829
H: -3.9049 3.9387 2.9560
H: 2.9497 1.0785 3.0084
H: 6.1009 -1.2755 -1.5023
H: 0.7593 -5.2793 -2.5981
H: -4.7408 1.6584 1.8916
H: -4.6555 -3.0303 2.1647
H: -0.0376 6.4216 1.1840
H: -2.3525 3.3806 2.8152
H: 4.0236 -2.8094 0.0309
H: 2.6406 0.3563 5.1685
H: -0.0089 -5.3369 -5.1414
H: -3.5900 -1.1131 3.3283
H: 4.5860 -3.7985 -2.2457
H: 0.3810 4.6209 0.8399
H: -1.9684 -4.0995 -4.5226
H: 6.0932 -3.3501 -3.1452
H: -3.9478 -3.3374 3.6223
H: -3.1981 1.1852 2.6370
H: -1.5961 -4.7800 -3.1086
H: 0.8123 2.1269 4.8640
H: 4.9031 -1.4001 0.6347
H: -2.5523 -3.8520 0.8246
H: -2.9369 4.7140 0.7376
H: -4.4689 1.8397 3.6049
H: -4.2979 3.6038 0.4012
H: 0.4481 -3.7478 -5.1377

***

# C24H42CsGeN3O4S

A molecular structure, C24H42CsGeN3O4S in a non-equilibrium geometry (ωB97M-V/def2-TZVPD, the Open Molecules 2025 dataset).

The net charge is +1. Its multiplicity is 2. As for the total energy: -106123.91774 eV. The value obtained for the LUMO energy (alpha / beta) is -3.375 / -6.740 eV. As for the HOMO-LUMO gap (alpha / beta): 5.3 / 2.0 eV. The calculation puts the largest force on an atom at 0.02162 hartree/bohr.

Atoms and positions in Å:
Cs: -0.1437 -0.1367 0.2989
Ge: 2.6149 -1.7813 0.1594
S: -2.4908 0.7345 -1.8866
O: 1.1323 -2.1169 -1.0217
O: -2.1020 -0.1183 2.1612
O: 1.4860 -1.7049 1.7100
O: 2.5056 0.1301 -0.0954
N: -1.1952 2.9796 -0.3027
N: -4.1279 2.3502 -3.2380
N: -2.9255 3.4932 -1.8027
C: 1.9823 -1.6054 3.0437
C: -3.7134 4.3547 -2.4677
C: -1.9355 5.2518 -0.3625
C: 2.1272 -0.1247 3.4020
C: -2.7652 -1.0379 2.6068
C: -2.4029 -2.4668 2.3049
C: 0.7611 -3.3865 -1.5422
C: -0.2868 3.3048 0.6176
C: -1.9649 3.9282 -0.7585
C: -0.1261 4.6013 1.0777
C: 1.9397 -4.3466 -1.6417
C: 3.2813 0.8444 -1.0489
C: -4.4745 3.6328 -3.3729
C: 2.5337 0.8506 -2.3847
C: 3.3160 -2.3201 3.2211
C: -4.0011 -0.7496 3.4139
C: 4.6744 0.2526 -1.2321
C: -0.9702 5.5799 0.5838
C: 0.9325 -2.2501 3.9407
C: -3.1518 2.1943 -2.2734
C: -0.3229 -3.9790 -0.6406
C: -4.6955 1.2408 -4.0236
C: 0.1881 -3.1236 -2.9319
C: 3.4017 2.2697 -0.5183
H: 0.6362 4.8253 1.8099
H: 2.8061 0.3691 2.7044
H: -2.5106 -3.0848 3.1971
H: 0.7699 -3.2883 3.6445
H: 1.1570 0.3848 3.3626
H: 3.9779 2.9105 -1.1895
H: 5.2647 0.8964 -1.8883
H: 0.0454 -4.0571 0.3847
H: 3.6135 -2.2963 4.2718
H: -2.5989 6.0159 -0.7336
H: -5.1893 0.5453 -3.3521
H: -0.6388 -2.4108 -2.8576
H: -5.2140 3.9726 -4.0770
H: 1.5621 1.3451 -2.2719
H: -0.8909 6.6023 0.9274
H: 2.3521 -0.1706 -2.7238
H: 3.0910 1.3852 -3.1582
H: 2.3460 -4.6010 -0.6616
H: 4.6506 -0.7455 -1.6713
H: -0.1904 -4.0331 -3.4044
H: 1.2322 -2.2336 4.9910
H: -1.3892 -2.5601 1.9161
H: 5.1841 0.1734 -0.2698
H: -3.8950 0.7432 -4.5622
H: -3.9122 0.2337 3.8679
H: 4.1149 -1.8655 2.6338
H: 0.9513 -2.6904 -3.5805
H: -5.4091 1.6775 -4.7153
H: 2.4059 2.7087 -0.4062
H: -4.1911 -1.5121 4.1676
H: 0.3281 2.4844 0.9666
H: 3.8842 2.2659 0.4606
H: 2.5135 0.0061 4.4161
H: -0.6389 -4.9708 -0.9730
H: 2.7484 -3.9008 -2.2239
H: 1.6275 -5.2726 -2.1298
H: -4.8584 -0.7472 2.7350
H: -0.0156 -1.7133 3.8536
H: -1.2091 -3.3351 -0.6381
H: 3.2339 -3.3634 2.9093
H: -3.7082 5.4147 -2.2992
H: -3.1177 -2.8530 1.5713